# C28H75N4O12

8 unconnected molecules or ions with the total composition C28H75N4O12 in a non-equilibrium geometry (wB97M-V/def2-TZVPD, the Open Molecules 2025 dataset).

Each atom is followed by the atoms it is bonded to, with distances in Å.
Element x y z (Å)
1 H -33.77264 -33.88720 -6.37391  C64 1.028
2 H -39.43358 -30.33378 -9.54350  C34 1.140
3 H -33.40053 -35.23102 -0.48463  C30 1.078
4 H -35.01244 -39.89532 -6.98581  C5 0.955
5 C -34.33759 -40.14492 -7.61420  H4 0.955, H65 1.014, H69 1.137, O117 1.428
6 C -37.37459 -39.96590 3.05833  H12 1.052, O13 1.500, C29 1.536, H66 1.048
7 C -34.67791 -39.44073 0.52542  H40 1.015, N71 1.491, H110 0.965, C113 1.543
8 H -34.43994 -36.37278 -6.71791  C83 1.099
9 H -32.95621 -43.29664 -2.08208  O16 0.920
10 C -29.02042 -28.70284 -2.13358  H67 0.993, H72 1.043, O74 1.410, H98 1.252
11 H -35.03282 -39.66031 -3.15868  C52 1.057
12 H -37.95259 -40.32009 2.25366  C6 1.052
13 O -37.41059 -40.89778 4.23275  C6 1.500, C21 1.483
14 H -34.46441 -32.69063 -7.73710  N109 1.058
15 H -32.48262 -41.51062 -0.46773  C60 0.973
16 O -32.35344 -43.34021 -1.38901  H9 0.920, C60 1.423
17 H -33.51981 -44.20883 -5.61513  C87 1.055
18 H -30.84330 -41.79510 -0.88180  C60 1.162
19 H -35.84505 -38.28244 1.76809  N71 1.086
20 H -36.02423 -42.34496 -2.92476  C116 1.177
21 C -38.72947 -40.91976 4.90978  O13 1.483, H68 1.103, H79 1.039, H102 1.125
22 H -29.30507 -32.83046 -1.95360  C77 1.140
23 C -31.63039 -43.96471 -4.74964  H44 1.057, H86 1.039, C87 1.521, O95 1.378
24 C -36.47731 -33.33444 -7.86540  C35 1.589, H56 1.008, H104 1.254, N109 1.456
25 H -35.92038 -31.40447 -8.54613  C35 1.135
26 N -33.91503 -43.69541 -3.67870  H58 1.142, C87 1.414, C101 1.512
27 H -39.23635 -43.06344 -1.84322  C112 0.959
28 O -37.15685 -40.77680 -4.97064  C37 1.332, H75 0.898
29 C -36.12959 -40.32041 2.23238  C6 1.536, N71 1.505, H76 1.043, H88 1.111
30 C -33.83855 -36.12297 -0.90366  H3 1.078, O48 1.380, H54 1.098, H89 1.247
31 H -30.11378 -35.01191 -5.39174  C63 1.182
32 O -30.93326 -36.62913 -4.16365  C55 1.385, C63 1.458
33 H -37.53280 -29.96446 -9.81465  C34 1.090
34 C -38.37120 -30.66059 -9.79848  H2 1.140, H33 1.090, H57 1.081, O82 1.453
35 C -36.62205 -32.19364 -8.96152  C24 1.589, H25 1.135, O82 1.408, H91 1.023
36 C -30.40709 -34.52982 -3.17043  H46 1.234, C63 1.455, H81 1.072, N90 1.516
37 C -37.44921 -41.64557 -5.93643  O28 1.332, H59 1.140, H106 1.083, H115 1.159
38 O -35.32946 -36.03751 -5.00261  C42 1.426, C83 1.410
39 H -31.83809 -34.88050 -4.61638  C63 1.155
40 H -33.80104 -39.29282 1.01482  C7 1.015
41 C -29.53822 -44.56119 -5.66995  O95 1.460, H97 1.126, H105 1.126, H114 1.104
42 C -35.72331 -37.40808 -5.02599  O38 1.426, H47 0.957, H84 1.035, H108 1.073
43 H -32.50620 -37.15403 -5.40513  C55 1.117
44 H -31.64636 -42.97690 -5.12495  C23 1.057
45 H -31.65642 -38.53514 -4.77718  C55 1.129
46 H -30.94758 -34.91219 -2.12963  C36 1.234
47 H -36.48970 -37.52222 -5.58837  C42 0.957
48 O -34.14044 -37.17673 -0.06604  C30 1.380, C113 1.387
49 H -38.11851 -42.24999 -0.96987  C112 1.260
50 H -28.80159 -30.58482 -3.47581  C53 1.167
51 H -31.86955 -41.64750 -2.14989  C60 1.083
52 C -34.23025 -40.26018 -3.49637  H11 1.057, H78 1.073, O99 1.478, H119 1.126
53 C -29.76904 -30.78258 -2.85411  H50 1.167, H70 1.047, O74 1.386, C77 1.569
54 H -33.00339 -36.62492 -1.40873  C30 1.098
55 C -31.47530 -37.47442 -5.11758  O32 1.385, H43 1.117, H45 1.129, H107 1.129
56 H -36.90085 -32.84761 -7.09107  C24 1.008
57 H -38.55656 -31.11704 -10.76040  C34 1.081
58 H -33.94746 -42.60561 -4.01818  N26 1.142
59 H -36.68593 -42.49179 -5.94665  C37 1.140
60 C -31.96081 -41.99750 -1.12899  H15 0.973, O16 1.423, H18 1.162, H51 1.083
61 H -33.18226 -45.43663 -4.46494  C87 1.131
62 H -34.02178 -41.34709 -5.92508  O117 1.119
63 C -30.74869 -35.20468 -4.41343  H31 1.182, O32 1.458, C36 1.455, H39 1.155
64 C -34.77037 -34.12030 -6.45743  H1 1.028, C83 1.587, H85 1.073, N109 1.387
65 H -33.77100 -39.30404 -7.61209  C5 1.014
66 H -37.30389 -38.97122 3.38199  C6 1.048
67 H -29.74117 -28.34032 -2.71308  C10 0.993
68 H -38.66556 -41.46874 5.86406  C21 1.103
69 H -34.76667 -40.23581 -8.66300  C5 1.137
70 H -30.38129 -30.38119 -3.60318  C53 1.047
71 N -35.97495 -39.21379 1.22443  C7 1.491, H19 1.086, C29 1.505
72 H -28.85371 -28.14672 -1.26653  C10 1.043
73 H -34.07933 -38.72853 -1.28844  C113 1.027
74 O -29.54607 -29.95779 -1.76323  C10 1.410, C53 1.386
75 H -36.30682 -40.98147 -4.76793  O28 0.898
76 H -35.37589 -40.39156 2.94996  C29 1.043
77 C -30.16112 -32.23899 -2.42058  H22 1.140, C53 1.569, N90 1.484, H96 1.079
78 H -33.39290 -39.71851 -3.89341  C52 1.073
79 H -39.39785 -41.17974 4.15793  C21 1.039
80 H -35.64230 -43.20505 -1.43864  C116 1.077
81 H -29.34613 -34.52775 -3.02050  C36 1.072
82 O -37.81718 -31.48390 -8.73712  C34 1.453, C35 1.408
83 C -35.18101 -35.64959 -6.34959  H8 1.099, O38 1.410, C64 1.587, H103 1.161
84 H -34.99787 -38.01905 -5.43911  C42 1.035
85 H -35.10777 -33.53181 -5.62642  C64 1.073
86 H -31.21126 -43.99665 -3.79986  C23 1.039
87 C -33.10472 -44.32381 -4.65224  H17 1.055, C23 1.521, N26 1.414, H61 1.131
88 H -36.28496 -41.38036 1.93841  C29 1.111
89 H -34.97147 -35.98896 -1.40612  C30 1.247
90 N -30.53514 -33.07768 -3.58569  C36 1.516, C77 1.484, H100 0.947
91 H -36.29094 -32.54718 -9.86306  C35 1.023
92 H -35.54937 -38.40293 -1.13125  C113 1.027
93 H -38.40538 -42.08382 -2.82455  C112 1.072
94 H -35.23655 -45.25502 -3.11563  C101 1.059
95 O -30.98570 -44.74849 -5.68200  C23 1.378, C41 1.460
96 H -31.02826 -32.27689 -1.77959  C77 1.079
97 H -29.20259 -43.56878 -6.08167  C41 1.126
98 H -27.94230 -28.81742 -2.75989  C10 1.252
99 O -34.44960 -41.25914 -4.56366  C52 1.478
100 H -31.44281 -33.00582 -3.84504  N90 0.947
101 C -35.29868 -44.29043 -3.54912  N26 1.512, H94 1.059, H111 1.102, C116 1.594
102 H -39.09488 -39.87241 5.09954  C21 1.125
103 H -36.23205 -35.89076 -6.77919  C83 1.161
104 H -37.23773 -34.23227 -8.29818  C24 1.254
105 H -29.05213 -44.65886 -4.65953  C41 1.126
106 H -37.29589 -41.29553 -6.95028  C37 1.083
107 H -30.87021 -37.23317 -6.03960  C55 1.129
108 H -35.91163 -37.87023 -4.07589  C42 1.073
109 N -35.04963 -33.57085 -7.70049  H14 1.058, C24 1.456, C64 1.387
110 H -34.67618 -40.32665 0.14273  C7 0.965
111 H -35.92105 -44.38963 -4.45355  C101 1.102
112 C -38.33122 -42.83686 -2.06495  H27 0.959, H49 1.260, H93 1.072, O118 1.409
113 C -34.69630 -38.34654 -0.56168  C7 1.543, O48 1.387, H73 1.027, H92 1.027
114 H -28.98437 -45.04705 -6.49164  C41 1.104
115 H -38.42470 -42.24360 -5.75345  C37 1.159
116 C -36.01367 -43.41175 -2.42769  H20 1.177, H80 1.077, C101 1.594, O118 1.403
117 O -33.71238 -41.27156 -6.99811  C5 1.428, H62 1.119
118 O -37.35913 -43.80684 -2.38185  C112 1.409, C116 1.403
119 H -33.84542 -40.92248 -2.67079  C52 1.126

## Properties
charge = -1
HOMO = -5.00 eV
Kohn-Sham gap = 7.00 eV
maximum force = 8.14 eV Å⁻¹

Here are the Löwdin charges for atoms 1 to 4, given in e: number 1, H, carries 0.079; number 2, H, carries 0.106; number 3, H, carries 0.064; number 4, H, carries -0.025